No. 1
DFT (the ωB97M-V functional and the def2-TZVPD basis) results for C35H37F5OP2SrTe as an isolated structure in a non-equilibrium geometry.

Geometry as XYZ:
```
82
Properties=species:S:1:pos:R:3:forces:R:3:lowdin_charge:R:1
Sr -4.2319 1.7407 -0.0326 0.6964 1.0318 -0.6093 1.4911
C 0.4343 -2.9176 -1.3709 -0.8136 0.7511 -0.1007 -0.0994
C -0.8711 -2.9709 -1.0648 -0.4226 -0.6156 -0.4205 -0.1207
C -1.5410 -3.9394 -0.1292 -0.2075 0.9574 1.7422 -0.1913
C -2.0803 -3.0983 1.0807 0.2655 -0.4799 0.1048 -0.1917
C -0.9657 -2.4986 1.9342 0.0651 0.2025 -0.2159 -0.1094
C 0.3533 -2.7739 1.9119 -0.8419 0.7215 0.5755 -0.1007
C 1.1807 -3.6739 1.0297 0.9255 -0.2163 -0.0606 -0.2041
C 1.5482 -3.2283 -0.4268 0.0778 -1.2091 0.2520 -0.1788
C -2.3469 1.7825 2.1031 3.0594 1.5180 -0.0330 -0.0183
H 0.7291 -2.5294 -2.3574 -0.0665 0.6931 0.7707 0.1096
H -1.6266 -2.2788 -1.4612 0.5214 -0.4077 -0.9926 0.0932
H -0.8463 -4.6986 0.2429 -0.4253 0.1035 -0.2412 0.0893
H -2.4091 -4.4584 -0.5823 0.5697 0.3434 -0.1592 0.1127
H -2.7559 -2.2994 0.6866 0.4686 -0.4106 0.3612 0.0839
H -2.6926 -3.7277 1.7667 0.1689 0.3148 -0.4484 0.1100
H -1.3329 -1.7348 2.6516 0.4085 -0.6418 -0.2808 0.0977
H 0.9505 -2.3009 2.7182 -0.4629 -0.0337 -0.6855 0.1041
H 0.8123 -4.7042 1.0262 0.0551 0.1885 0.0202 0.0954
H 2.1411 -3.7106 1.5704 -0.1518 -0.2772 -0.3878 0.1026
H 2.2211 -2.3620 -0.3477 -0.3591 -0.0304 -0.2329 0.1194
H 2.1425 -4.0307 -0.8975 0.1891 0.1433 0.4296 0.1097
H -2.3373 2.7114 1.4665 0.2340 -0.8769 1.1333 -0.0093
H -1.4171 1.1825 2.0318 -0.4781 0.9636 -0.0039 0.0023
H -2.4092 2.0565 3.1937 -1.7498 -1.1157 -0.6194 0.0451
P -8.3915 0.5430 -0.5686 -0.7069 0.0869 -0.2186 1.0174
P -8.4151 0.9403 2.7908 -0.7666 -0.0381 0.5439 1.0117
C -8.7531 -0.7925 0.6022 0.1191 -0.3476 1.6933 -0.3452
C -8.8589 -0.6068 1.9433 0.0106 -0.4000 -1.3183 -0.3554
C -9.9406 0.3284 -1.6101 0.0802 0.1637 -0.2711 -0.3744
C -10.6358 -0.8884 -1.7157 -0.2005 0.2165 -0.1042 -0.0993
C -11.8515 -0.9644 -2.4092 0.2803 0.0820 0.0351 -0.0782
C -12.3613 0.1561 -3.0698 0.3902 0.0641 0.2696 -0.0801
C -11.6625 1.3677 -2.9913 -0.0303 -0.1714 0.0072 -0.0829
C -10.4785 1.4642 -2.2527 0.0674 -0.4551 0.1356 -0.1042
C -7.0439 -0.2892 -1.4880 0.2460 -0.1543 -0.0874 -0.3919
C -5.8015 -0.4496 -0.8241 -0.1816 -0.4683 -0.5381 -0.2336
C -4.7174 -1.0450 -1.4860 -0.0648 -0.2647 0.0408 -0.1013
C -4.8901 -1.5246 -2.7972 0.0216 0.0760 -0.0285 -0.0556
C -6.1182 -1.3747 -3.4514 0.1694 0.1204 0.2691 -0.0514
C -7.1848 -0.7350 -2.8029 0.4617 -0.1650 -0.0361 -0.0708
C -9.9418 0.9133 3.8718 -0.2113 0.0228 0.1687 -0.3699
C -11.2089 0.9744 3.2549 0.2364 -0.0182 0.3776 -0.1090
C -12.3749 0.9647 4.0252 0.1402 0.0091 0.1161 -0.0870
C -12.3025 0.8768 5.4249 0.3084 -0.0601 -0.2691 -0.0884
C -11.0489 0.7556 6.0363 -0.1724 0.0992 -0.2515 -0.0819
C -9.8780 0.7881 5.2658 -0.3013 -0.0471 -0.0147 -0.0884
C -7.1890 0.2816 3.9863 0.4384 0.0605 0.0956 -0.4244
C -6.3734 1.2253 4.6467 -0.1149 -0.4998 -0.0005 -0.1231
C -5.4295 0.8032 5.5841 -0.0410 -0.2695 0.0150 -0.0831
C -5.2714 -0.5666 5.8509 -0.1691 0.2762 -0.0287 -0.0798
C -6.0876 -1.5014 5.2107 -0.0099 0.1149 -0.1162 -0.0759
C -7.0352 -1.0816 4.2710 0.3098 0.2193 0.3922 -0.0923
H -8.8939 -1.8033 0.1978 -0.1420 0.3700 0.1856 0.0740
H -9.2554 -1.4012 2.5962 0.3093 0.1471 -0.5021 0.0834
H -10.2443 -1.7885 -1.2420 -0.2036 0.2580 -0.1744 0.0896
H -12.3948 -1.9107 -2.4282 0.1798 0.2598 -0.0721 0.1062
H -13.2934 0.0808 -3.6337 0.3036 0.0911 0.1996 0.1070
H -12.0542 2.2430 -3.5081 0.1206 -0.1580 0.1663 0.1048
H -9.9607 2.4212 -2.1610 -0.1723 -0.2411 -0.0721 0.0986
H -5.7052 -0.1853 0.2454 -0.4056 -0.4214 -0.4453 0.0649
H -3.7453 -1.1985 -0.9732 -0.6778 0.1503 -0.3751 0.0899
H -4.0564 -2.0255 -3.3030 -0.3501 0.2671 0.2458 0.1181
H -6.2540 -1.7551 -4.4711 0.1205 0.1865 0.4731 0.1163
H -8.1304 -0.5999 -3.3264 0.1802 -0.0461 0.1713 0.1055
H -11.2700 0.9966 2.1651 -0.0620 0.1110 0.2478 0.0991
H -13.3477 1.0190 3.5280 0.3426 -0.0073 0.1946 0.1042
H -13.2188 0.8868 6.0240 0.3910 -0.0578 -0.2347 0.1040
H -10.9811 0.6263 7.1193 0.0000 0.1092 -0.3524 0.1046
H -8.9145 0.6769 5.7637 -0.2487 0.0995 -0.1220 0.0963
H -6.5015 2.2895 4.4373 0.0396 -0.2661 0.0378 0.0997
H -4.8289 1.5417 6.1223 -0.1401 -0.2879 -0.2436 0.1073
H -4.5205 -0.8980 6.5710 -0.2593 0.1122 -0.2034 0.1063
H -6.0016 -2.5661 5.4457 0.0598 0.3891 -0.1079 0.1083
H -7.6585 -1.8269 3.7854 0.1510 0.1438 0.1060 0.0891
F 1.3338 2.8130 -1.5346 -1.3519 -0.3607 0.6602 -0.5059
Te -0.3697 2.2213 -0.6642 3.1082 -0.1823 -1.0848 1.9759
F -3.2609 3.3778 -1.0727 -0.4936 0.0067 0.1172 -0.7744
F 0.6969 0.9684 0.3193 -0.8292 0.9629 -0.5072 -0.4296
F -0.3210 0.9419 -2.1341 -0.1020 0.0682 0.3306 -0.5194
F 0.2483 3.5694 0.7044 -0.8445 -0.9550 -0.2963 -0.5240
O -1.9548 1.2282 0.0273 -1.0585 -0.6186 0.8827 -0.8439
```
Positions in Å, forces in eV/Å.

Strongest force on any atom: 3.42 eV/Å
HOMO level (alpha / beta): -0.300 / -0.300 Eh
LUMO (alpha / beta): -3.02 / -3.24 eV
Orbital gap (alpha / beta): 5.1 / 4.9 eV

=====

No. 2
DFT (the ωB97M-V functional and the def2-TZVPD basis) results for C29H35F3N3O2S2Sc as an isolated structure in a non-equilibrium geometry.

Geometry as XYZ:
```
75
Properties=species:S:1:pos:R:3:forces:R:3:lowdin_charge:R:1
Sc 0.4205 1.9367 0.1428 -0.5062 -1.1731 0.9171 0.9401
N 0.1925 3.9181 -0.9281 0.0363 0.4163 -1.0454 -0.0372
C -0.1640 5.1210 -0.1102 0.0225 -0.0676 0.4400 -0.1811
C -1.0115 4.7019 1.0979 0.1532 0.5055 0.2741 -0.1721
N -0.4923 3.4970 1.7999 -0.2523 -0.0622 -0.9569 -0.1201
C 0.4485 3.7281 2.9146 -0.0827 0.3477 0.4695 -0.1750
C 1.9145 3.6602 2.5025 0.1141 0.3424 0.2901 -0.2088
N 2.1078 2.4905 1.6411 0.0541 -0.7601 0.0194 -0.0419
H 0.9985 4.1140 -1.5391 -0.1612 0.1201 0.5417 0.1186
H -0.5344 3.7414 -1.6363 -0.0420 0.1915 0.5132 0.0867
H -0.7503 5.8452 -0.6913 0.3705 -0.1023 0.0786 0.1332
H 0.7575 5.6043 0.2516 -0.2385 -0.2332 -0.3808 0.1240
H -2.0285 4.4855 0.7537 0.1157 -0.0430 0.1526 0.1318
H -1.0603 5.5839 1.7813 -0.1278 -0.6291 -0.3746 0.1410
H -1.3029 2.9819 2.1397 0.2931 0.0014 0.1420 0.1138
H 0.2478 2.9642 3.6969 0.0773 0.5261 -0.4901 0.1437
H 0.2889 4.7420 3.3237 -0.1381 -0.5020 0.1847 0.1332
H 2.5227 3.6378 3.4256 -0.1598 -0.0871 -0.4276 0.1368
H 2.2352 4.5596 1.9507 -0.2287 -0.3348 0.0824 0.1233
H 2.0063 1.6164 2.1859 0.1701 0.5143 -0.1018 0.1069
H 3.0347 2.4609 1.2166 -0.1880 0.1022 0.2260 0.1014
O 2.1070 1.2317 -0.7658 0.4739 -0.7150 -0.1083 -0.6240
S 3.3621 0.3921 -1.1349 -0.7548 0.2504 -0.9010 1.1230
C 3.0815 0.0845 -2.9234 0.6263 0.8740 -0.5797 -0.3020
C 1.8080 -0.6339 -3.3498 -0.2132 -0.9510 0.1620 -0.2160
C 1.0207 0.0275 -4.4921 -0.0890 0.0086 -0.2501 -0.2060
C 0.2375 1.2874 -4.1258 0.1408 0.8151 0.6606 -0.2769
S -1.2037 1.2890 -2.9027 0.3655 -0.5638 -0.5766 1.0810
O -0.7406 1.0867 -1.4447 0.4454 0.3757 -0.5362 -0.6221
C -1.9089 -0.2608 -3.4080 -0.4748 -0.2380 0.2920 -0.4174
C -2.7033 -0.2421 -4.5442 0.1514 -0.2235 0.0298 -0.0788
C -3.1945 -1.4486 -5.0371 -0.0670 0.0099 -0.1474 -0.0457
C -2.9045 -2.6406 -4.3842 0.3314 -0.1337 0.3731 -0.0392
C -2.1354 -2.6313 -3.2111 -0.2035 0.3615 -0.4365 -0.0384
C -1.6689 -1.4308 -2.6932 0.1057 0.3719 -0.2402 -0.0656
C 3.1540 -1.2557 -0.5092 -0.2614 -0.7740 0.9678 -0.3957
C 2.2925 -1.5695 0.5527 -0.0331 -0.1085 -0.5212 -0.0512
C 2.2500 -2.8939 1.0110 -0.0455 0.4348 0.0962 -0.0386
C 3.0722 -3.8761 0.4737 -0.4439 0.6612 -0.6153 -0.0360
C 3.8665 -3.5649 -0.6233 0.0687 0.4550 0.2007 -0.0400
C 3.9717 -2.2495 -1.0552 0.0450 0.5358 -0.8052 -0.0778
H 3.9929 -0.4297 -3.2840 -0.3947 0.3086 0.2456 0.1034
H 3.0957 1.0960 -3.3868 0.2751 -0.3859 0.5347 0.1049
H 1.1677 -0.8093 -2.4732 0.0236 -0.0109 -0.2607 0.1025
H 2.1177 -1.6204 -3.7321 -0.2670 0.2162 0.3574 0.1324
H 0.3378 -0.7190 -4.9607 0.4670 0.4904 0.3913 0.1299
H 1.7407 0.3400 -5.2896 -0.5627 -0.2268 0.4512 0.1422
H -0.2138 1.7494 -5.0262 0.0345 -0.2469 0.4909 0.1089
H 0.8964 2.0626 -3.6784 -0.2043 -0.3077 -0.2619 0.0838
H -2.9272 0.7005 -5.0178 -0.1032 0.0746 -0.2593 0.1152
H -3.7933 -1.4589 -5.9439 0.0400 0.0449 0.1991 0.1222
H -3.2702 -3.5982 -4.7599 0.0799 0.3857 0.0066 0.1234
H -1.8786 -3.5583 -2.7330 -0.1122 -0.2021 0.2548 0.1130
H -1.1434 -1.3406 -1.7552 0.1819 -0.3078 0.1140 0.1071
H 1.5898 -0.8457 0.9661 0.1916 -0.1226 -0.0752 0.0594
H 1.5126 -3.1518 1.7651 0.2207 0.0558 0.0695 0.1134
H 3.0202 -4.8871 0.8168 -0.0735 -0.4021 0.2064 0.1154
H 4.3633 -4.3487 -1.1618 0.4523 -0.1319 0.0032 0.1178
H 4.6402 -1.9594 -1.8812 -0.2520 -0.5177 0.4184 0.1178
F -2.6564 -4.7506 6.7923 -0.9605 0.8710 -0.8763 0.1127
C -3.5534 -4.0832 5.9930 -0.3742 -0.6405 0.9671 -0.4883
F -4.2521 -5.0499 5.3079 0.6850 1.2715 0.6842 0.1213
F -4.4480 -3.4391 6.8301 1.0808 -0.8698 -1.1379 0.1145
C -2.8662 -3.1014 5.0620 0.9000 0.9820 -1.1049 -0.0774
C -3.6225 -2.3700 4.1134 0.3089 -0.8366 0.6293 0.0041
C -3.0299 -1.4840 3.2267 0.7443 -0.0449 0.2336 -0.0140
C -1.6285 -1.3165 3.2227 -0.7155 -0.8670 0.9030 -0.2554
C -0.8528 -2.0671 4.1411 -0.8329 0.5866 -0.5409 -0.0248
C -1.4546 -2.8946 5.0664 -1.3609 -0.6216 0.6251 0.0053
C -1.0400 -0.3807 2.3352 1.6286 1.7683 -1.9266 -0.1278
C -0.4858 0.4136 1.5459 -0.6647 -0.8196 1.0963 -0.0853
H -4.6852 -2.5444 4.0591 -0.1930 0.0853 0.0550 0.1251
H -3.6190 -0.9065 2.5242 -0.0747 -0.1308 0.0921 0.1180
H 0.2126 -1.9688 4.1180 0.4299 0.1226 0.1343 0.1044
H -0.8624 -3.3700 5.8458 -0.0474 -0.0896 -0.3379 0.1239
```
Positions in Å, forces in eV/Å.

Charge: +2
Strongest force on any atom: 3.08 eV/Å
HOMO level: -0.472 Eh
LUMO: -5.10 eV
Orbital gap: 7.8 eV